No. 1
Formula: C32H43BrN2P2Sn
Source: OMol25
Level of theory: ωB97M-V/def2-TZVPD

Last column: Mulliken charge in e.
Cartesian coordinates (Å):
1 C 8.0965 -4.2952 -0.9709  -0.395
2 C 7.0287 -4.3984 -1.8974  0.413
3 C 7.3276 -5.1467 -3.0826  -0.535
4 C 8.6014 -5.7346 -3.2321  -0.246
5 N 9.5693 -5.6376 -2.3119  -0.520
6 C 9.3357 -4.9172 -1.2118  -0.325
7 C 5.7636 -3.7636 -1.5713  0.397
8 C 4.7404 -3.1400 -1.2826  -0.918
9 C 3.9165 -1.9514 -1.2376  0.930
10 C 3.1897 -1.5169 -0.0782  -0.560
11 C 2.5490 -0.2112 -0.0853  -0.145
12 C 2.6874 0.6809 -1.2358  -0.338
13 C 3.5128 0.2611 -2.2972  -0.353
14 C 4.0830 -1.0338 -2.3364  -0.504
15 Sn 0.3502 -0.7160 -1.9574  1.562
16 P -1.2930 -2.3022 -0.0931  0.500
17 H 6.6342 -5.3291 -3.8999  0.397
18 H 8.0266 -3.7587 -0.0311  0.378
19 H 8.9101 -6.3321 -4.1167  0.363
20 H 10.1747 -4.8427 -0.4970  0.360
21 H 4.8128 -1.3229 -3.1311  0.505
22 H 3.2114 -2.1562 0.8653  0.460
23 H 3.5639 0.9799 -3.1115  0.505
24 H 1.8918 0.0497 0.7499  0.421
25 C -3.1658 -2.0608 0.0562  -0.711
26 C -4.1466 -3.2360 -0.0584  -1.444
27 H -3.4006 -1.2958 -0.6956  0.419
28 H -3.2579 -1.4367 0.9643  0.599
29 H -5.1564 -2.8349 0.0510  0.402
30 H -4.1174 -3.7502 -1.0256  0.369
31 H -4.0080 -4.0495 0.6571  0.315
32 C -1.2862 -4.0318 -0.9186  0.443
33 C -0.2277 -5.0016 -0.4028  -1.472
34 H -1.1288 -3.7904 -1.9982  -0.559
35 H -2.3259 -4.4172 -0.8423  0.346
36 H 0.1066 -5.7132 -1.1674  0.428
37 H 0.6739 -4.5087 -0.0248  0.255
38 H -0.6153 -5.6148 0.4155  0.342
39 C -0.9839 -2.7479 1.6782  -0.325
40 C -1.8876 -3.7500 2.3895  -1.375
41 H -1.0050 -1.7670 2.1704  0.207
42 H 0.0554 -3.0870 1.7192  0.424
43 H -1.5216 -4.0437 3.3813  0.411
44 H -2.8962 -3.3671 2.5353  0.320
45 H -2.0048 -4.6725 1.8202  0.260
46 Br 1.5070 2.1827 -1.6423  -0.060
47 P -0.6606 -0.8835 -4.7496  -0.467
48 C -1.5497 -2.2145 -3.8644  0.493
49 C -2.7213 -2.6648 -4.7663  -1.608
50 H -1.8836 -1.8355 -2.8747  -0.230
51 H -0.8281 -3.0259 -3.6639  0.328
52 H -3.1743 -3.5795 -4.3687  0.388
53 H -3.4999 -1.8889 -4.8215  0.376
54 H -2.4000 -2.8704 -5.7985  0.416
55 C -1.0646 0.7659 -4.0558  0.117
56 C -1.0080 1.8159 -5.1727  -1.471
57 H -0.2824 1.2184 -3.3919  -0.211
58 H -2.0609 0.6982 -3.5772  0.446
59 H -1.1020 2.8050 -4.7130  0.427
60 H -0.0076 1.7372 -5.6255  0.321
61 H -1.7952 1.6871 -5.9184  0.395
62 C 1.1166 -1.2985 -4.6487  0.369
63 C 1.3829 -2.1771 -5.8985  -1.527
64 H 1.3805 -1.8275 -3.7074  -0.082
65 H 1.7000 -0.3656 -4.6468  0.353
66 H 2.4550 -2.3556 -6.0010  0.422
67 H 0.8767 -3.1503 -5.8322  0.343
68 H 1.0401 -1.7143 -6.8351  0.407
69 N -0.7255 0.7330 0.2266  -0.320
70 C -0.5675 1.3330 1.2372  -0.127
71 C -0.3538 2.1188 2.4474  0.850
72 C 0.2131 3.4135 2.4013  -0.335
73 C 0.3692 4.2031 3.5570  -0.721
74 C -0.0690 3.7233 4.7885  -0.309
75 C -0.6819 2.4689 4.8933  -0.654
76 C -0.8099 1.6460 3.7415  -0.207
77 H 0.5569 3.8703 1.4795  0.376
78 H 0.8486 5.1797 3.5187  0.402
79 H 0.0408 4.3093 5.7041  0.391
80 H -1.0416 2.1544 5.9100  0.343
81 H -1.2711 0.6524 3.8930  0.357

Properties
**HOMO energy**: -13.40 eV
**Net charge**: +2
**Orbital gap**: 0.23967 Eh

No. 2
Formula: C32H43Cl2MnNO2PS3Sb
Source: OMol25
Level of theory: ωB97M-V/def2-TZVPD

Last column: Mulliken charge in e.
Cartesian coordinates (Å):
1 Mn -0.2410 1.4185 -1.3483  -0.176
2 S 0.6881 5.4014 0.5932  -0.259
3 Sb -0.3179 4.7276 -1.4626  0.423
4 S -1.7896 3.1022 -0.6327  -0.511
5 S 1.1418 2.9885 -2.1983  -0.428
6 C 1.2001 -3.5538 1.8503  -0.819
7 C 0.4593 -2.4363 2.6002  -0.851
8 C 0.3100 -1.1678 1.7430  -0.223
9 C 1.5414 -1.0261 0.8384  0.936
10 C 1.4864 -2.1458 -0.2214  -0.924
11 C 0.9199 -3.4572 0.3558  -0.809
12 P 1.6952 0.6180 0.0534  -0.175
13 C 2.0577 1.8389 1.3689  1.236
14 C 0.8056 2.3827 2.0804  0.023
15 C 1.2442 3.2444 3.2600  -1.056
16 C 1.9075 2.3812 4.3499  -0.964
17 C 2.5306 1.1092 3.7608  -0.309
18 C 3.1390 1.3738 2.3860  -1.077
19 C 3.2029 0.6049 -1.0039  0.665
20 C 2.9473 0.0340 -2.4120  -0.611
21 C 4.0454 0.5107 -3.3729  -0.944
22 C 5.4108 0.6114 -2.6697  -0.687
23 C 5.4876 -0.3856 -1.5184  -0.862
24 C 4.4940 0.0012 -0.4099  -0.731
25 H 0.9077 -4.5303 2.2388  0.514
26 H 2.2788 -3.4716 2.0181  0.314
27 H 0.9862 -2.1944 3.5269  0.244
28 H -0.5307 -2.7882 2.8908  0.331
29 H 0.1621 -0.3005 2.3877  -0.493
30 H -0.5814 -1.2244 1.1110  -0.207
31 H 2.4342 -1.1512 1.4597  0.852
32 H 2.4819 -2.3201 -0.6307  0.300
33 H 0.8574 -1.8181 -1.0554  0.059
34 H 1.3469 -4.3070 -0.1788  0.499
35 H -0.1604 -3.5003 0.1881  0.286
36 H 2.4451 2.6830 0.7853  0.668
37 H 0.1703 1.5758 2.4562  -0.091
38 H 0.1934 2.9518 1.3783  -0.275
39 H 0.3901 3.7873 3.6658  0.452
40 H 1.9444 4.0055 2.9003  0.381
41 H 1.1698 2.1111 5.1087  0.372
42 H 2.6796 2.9562 4.8660  0.331
43 H 1.7722 0.3242 3.6731  -0.280
44 H 3.2950 0.7145 4.4327  0.553
45 H 3.6662 0.4855 2.0442  0.352
46 H 3.9044 2.1508 2.4733  0.443
47 H 3.3668 1.6785 -1.1455  0.771
48 H 1.9740 0.3371 -2.8022  0.139
49 H 2.9307 -1.0544 -2.3708  0.227
50 H 3.7633 1.4785 -3.7927  0.207
51 H 4.1101 -0.1875 -4.2101  0.478
52 H 5.5559 1.6207 -2.2710  0.309
53 H 6.2182 0.4496 -3.3847  0.439
54 H 6.4952 -0.4341 -1.1025  0.501
55 H 5.2623 -1.3893 -1.8929  0.296
56 H 4.9645 0.7399 0.2420  0.361
57 H 4.2835 -0.8710 0.2138  0.047
58 Cl -5.3204 -4.1754 -1.3991  -0.272
59 C -4.6004 -3.1771 -0.1592  0.755
60 C -3.8770 -3.8059 0.8344  -0.827
61 C -3.2890 -3.0464 1.8324  -0.388
62 C -3.4412 -1.6709 1.8087  -0.644
63 C -4.1909 -1.0571 0.8203  1.031
64 Cl -4.4016 0.6635 0.9285  -0.180
65 C -4.7991 -1.7875 -0.2052  -0.818
66 N -5.6055 -1.2426 -1.1841  0.008
67 C -5.4595 0.0282 -1.8171  -0.510
68 C -6.5118 0.9301 -1.7208  -0.427
69 C -6.4472 2.1594 -2.3513  -0.582
70 C -5.3156 2.4946 -3.0838  -0.763
71 C -4.2757 1.5888 -3.1945  -0.627
72 C -4.3375 0.3427 -2.5729  0.956
73 C -3.1900 -0.6232 -2.7759  -0.686
74 C -1.9279 0.0145 -2.3014  1.047
75 O -1.2375 0.7152 -3.0760  -0.907
76 O -1.5514 -0.0858 -1.0724  -0.368
77 H -3.7856 -4.8830 0.8158  0.445
78 H -2.7319 -3.5218 2.6256  0.418
79 H -3.0029 -1.0481 2.5766  0.404
80 H -6.1192 -1.9244 -1.7196  0.259
81 H -7.3677 0.6562 -1.1175  0.457
82 H -7.2691 2.8574 -2.2603  0.391
83 H -5.2426 3.4587 -3.5697  0.436
84 H -3.3901 1.8407 -3.7656  0.465
85 H -3.0596 -0.8147 -3.8422  0.497
86 H -3.3563 -1.5697 -2.2676  0.179

Properties
**HOMO energy (spin up / spin down)**: -7.87 / -8.13 eV
**Relative energy (zero: lowest compared OMol25 entry of this formula, charge and spin)**: 3.83 kcal per mole
**Orbital gap (spin up / spin down)**: 0.23194 / 0.22319 Eh
**2S+1**: 6

No. 3
Formula: C32H43N4
Source: OMol25
Level of theory: ωB97M-V/def2-TZVPD

Last column: Mulliken charge in e.
Cartesian coordinates (Å):
1 C 3.2206 -4.0168 -5.8246  -0.955
2 N 1.8851 -4.1501 -5.2782  0.096
3 C 0.9830 -5.0641 -5.9501  -0.942
4 C 1.5086 -3.4427 -4.1766  1.090
5 C 0.1698 -3.4772 -3.7023  -0.591
6 C -0.2224 -2.6651 -2.6460  -0.979
7 C 0.6974 -1.8238 -1.9787  -0.045
8 C 0.2895 -0.9450 -0.8725  0.244
9 C -1.0237 -0.6191 -0.6881  -2.236
10 C -1.5975 0.2341 0.4080  2.103
11 C -2.9640 -0.2637 0.8988  0.128
12 C -3.4170 0.0112 2.1924  0.141
13 C -4.7770 -0.1091 2.4880  -0.890
14 C -5.6057 -0.8363 1.6312  -0.662
15 C -5.0639 -1.3900 0.4715  -0.719
16 C -3.7440 -1.1153 0.1044  -0.501
17 C 1.3380 -0.4204 0.0382  0.567
18 C 1.5175 0.9599 0.2314  -0.225
19 C 2.4590 1.4295 1.1330  -0.501
20 C 3.2823 0.5225 1.8469  0.614
21 N 4.1527 0.9676 2.8032  0.110
22 C 5.1323 0.0753 3.3920  -1.081
23 C 4.1990 2.3616 3.2023  -0.730
24 C 3.1683 -0.8618 1.5701  -0.519
25 C 2.2049 -1.3172 0.6893  -1.130
26 C 2.0372 -1.8381 -2.4276  -0.668
27 C 2.4434 -2.6220 -3.4896  -0.878
28 H 3.9802 -4.4406 -5.1481  0.323
29 H 3.2531 -4.5551 -6.7769  0.243
30 H 3.4691 -2.9585 -5.9970  0.358
31 H 0.0636 -4.5511 -6.2697  0.322
32 H 1.5045 -5.4610 -6.8278  0.252
33 H 0.6997 -5.9058 -5.2984  0.337
34 H -0.5561 -4.1277 -4.1897  0.375
35 H -1.2632 -2.6969 -2.3289  0.548
36 H -1.7328 -0.9315 -1.4638  0.036
37 H -0.8871 0.3152 1.2368  -0.268
38 H -2.7119 0.2842 2.9905  0.640
39 H -5.1815 0.3435 3.3952  0.439
40 H -6.6644 -0.9735 1.8648  0.403
41 H -5.6560 -2.0410 -0.1748  0.439
42 H -3.3456 -1.5992 -0.7910  0.239
43 H 0.9968 1.6803 -0.4136  0.732
44 H 2.5804 2.5026 1.2757  0.329
45 H 4.6562 -0.6528 4.0678  0.347
46 H 5.6643 -0.4866 2.6085  0.373
47 H 5.8497 0.6756 3.9634  0.300
48 H 4.5307 3.0062 2.3702  0.308
49 H 3.2107 2.7188 3.5389  0.109
50 H 4.9047 2.4578 4.0367  0.285
51 H 3.8361 -1.5700 2.0621  0.446
52 H 2.1318 -2.3883 0.4889  0.501
53 H 2.7767 -1.1962 -1.9491  0.428
54 H 3.4849 -2.5999 -3.8140  0.387
55 C 0.0118 1.6196 3.5999  -1.027
56 N -0.2918 2.6213 2.5780  0.967
57 C 0.2481 3.9246 2.9718  -1.140
58 C -1.7201 2.7159 2.2439  -1.914
59 C -2.0440 2.7917 0.7565  0.664
60 C -3.5090 3.0956 0.4649  -0.902
61 C -3.8083 2.5424 -0.9382  -0.909
62 C -2.6021 1.7164 -1.3797  -0.201
63 N -1.6835 1.5908 -0.1506  0.182
64 H -0.3255 0.6282 3.2755  0.238
65 H 1.0976 1.5665 3.7472  0.208
66 H -0.4665 1.8585 4.5680  0.385
67 H -0.0133 4.6784 2.2188  0.299
68 H -0.1563 4.2567 3.9476  0.424
69 H 1.3408 3.8692 3.0502  0.207
70 H -2.2889 1.9242 2.7468  0.016
71 H -2.1111 3.6601 2.6787  0.518
72 H -1.4093 3.6069 0.3570  0.424
73 H -4.1715 2.6447 1.2260  0.331
74 H -3.6449 4.1886 0.5031  0.536
75 H -4.7254 1.9337 -0.9300  0.307
76 H -3.9605 3.3672 -1.6482  0.329
77 H -2.8667 0.7298 -1.7561  0.252
78 H -2.0287 2.2371 -2.1624  0.455
79 H -0.7387 1.7992 -0.4916  0.279

Properties
**SMILES string**: CN(C)C[C@@H]1CCC[N@@H+]1[C@H](C=C(c1ccc(N(C)C)cc1)c1ccc(N(C)C)cc1)c1ccccc1
**HOMO energy**: -9.38 eV
**Net charge**: +1
**Relative energy (zero: lowest compared OMol25 entry of this formula, charge and spin)**: 38.42 kcal per mole
**Orbital gap**: 0.27123 Eh